Computed, not measured: a 2-piece molecular cluster, C4H7F2N overall at a distorted geometry, with the ωB97M-V functional and the def2-TZVPD basis.

Output
energy above the lowest of the compared OMol25 structures with the same formula, charge and spin	2.673	eV
E_HOMO	-7.841	eV
calculated total energy	-410.9760	hartree
maximum force	4.2	eV/A
charge	0
spin multiplicity	1
lowest unoccupied orbital energy	0.030	Eh
Kohn-Sham gap	8.663	eV

Each line ends with the Mulliken charge.
Geometry (Å):
C  1.215  -0.335  -0.846  -1.5148
C  0.103  -0.209  -0.055  1.3768
C  3.908  0.266  -0.435  0.1517
C  -0.622  1.053  0.073  -1.3893
N  -0.365  -1.273  0.592  -0.4486
F  4.029  -0.985  -0.124  -0.0990
F  3.703  0.827  0.703  -0.0867
H  1.644  -1.310  -0.854  0.2405
H  1.579  0.402  -1.619  0.3603
H  -0.288  1.761  -0.604  0.3326
H  -0.293  1.440  1.144  0.2614
H  -1.654  0.869  0.028  0.4141
H  -1.093  -1.156  1.323  0.2129
H  0.037  -2.120  0.268  0.1880

***

Computed, not measured: C9H26FInNO3 as an isolated structure at a distorted geometry, with the ωB97M-V functional and the def2-TZVPD basis.

Output
E_HOMO	-4.121	eV
calculated total energy	-928.8068	hartree
maximum force	2.6	eV/A
charge	-1
spin multiplicity	1
lowest unoccupied orbital energy	0.105	Eh
Kohn-Sham gap	6.975	eV

Each line ends with the Mulliken charge.
Geometry (Å):
C  1.247  0.155  0.592  -0.2212
C  1.764  -1.186  -0.217  0.0905
F  3.025  -1.691  0.390  -0.3966
In  0.244  -2.902  -0.202  0.6271
C  -1.808  -2.321  -0.963  -1.0607
C  -2.912  -1.978  0.200  0.1560
O  -2.344  -1.389  1.424  -0.4196
C  -3.959  -0.862  -0.462  -0.6697
N  -3.311  0.487  -0.722  -0.4639
H  2.112  0.420  1.367  0.1987
H  1.150  1.009  -0.231  0.1526
H  0.218  -0.066  1.134  -0.2133
H  1.969  -0.973  -1.373  -0.1062
H  0.215  -3.731  1.425  -0.3531
H  0.900  -4.121  -1.401  -0.3812
H  -1.766  -1.408  -1.716  0.2240
H  -2.200  -3.239  -1.617  0.2758
H  -3.475  -2.966  0.476  0.1782
H  -3.131  -1.254  2.062  0.2779
H  -4.280  -1.314  -1.505  0.3347
H  -4.969  -0.768  0.165  0.2959
H  -3.605  1.211  -0.023  0.2100
H  -3.552  0.799  -1.711  0.1954
C  4.675  1.688  -3.677  -1.1176
C  3.438  0.900  -3.298  -0.0999
O  2.474  1.763  -2.713  -0.4829
H  5.105  2.176  -2.797  0.2974
H  5.430  1.037  -4.125  0.3154
H  4.425  2.481  -4.390  0.3290
H  3.688  0.123  -2.569  0.2681
H  2.995  0.420  -4.175  0.2540
H  2.252  2.444  -3.372  0.2614
C  -0.098  1.395  4.425  -1.0754
C  -1.287  1.540  3.497  0.2729
O  -1.314  2.847  2.944  -0.5713
H  -0.149  2.133  5.232  0.3011
H  -0.065  0.394  4.863  0.3268
H  0.838  1.576  3.886  0.2803
H  -2.221  1.380  4.043  0.3148
H  -1.237  0.814  2.679  -0.1385
H  -0.484  2.976  2.454  0.3334

***

Computed, not measured: a 2-piece molecular cluster, C7H6N4O overall at a distorted geometry, with the ωB97M-V functional and the def2-TZVPD basis.

Output
energy above the lowest of the compared OMol25 structures with the same formula, charge and spin	6.837	eV
E_HOMO	-7.747	eV
calculated total energy	-564.3811	hartree
maximum force	4.2	eV/A
SMILES	[H]/N=c1/nco[nH]1.C=CC#CC#N
charge	0
spin multiplicity	1
lowest unoccupied orbital energy	0.018	Eh
Kohn-Sham gap	8.247	eV

Each line ends with the Mulliken charge.
Geometry (Å):
C  5.146  -0.714  -1.388  -0.6627
C  3.966  -0.105  -1.518  -0.3864
C  2.810  -0.483  -0.760  0.0526
C  1.829  -0.782  -0.136  0.2509
C  0.698  -1.137  0.594  0.1197
C  -2.637  0.350  1.060  0.3071
C  -3.483  1.838  -0.209  0.0927
H  6.003  -0.403  -1.980  0.2702
H  5.290  -1.539  -0.693  0.2655
H  3.837  0.716  -2.221  0.2782
H  -2.177  -1.068  2.251  0.2232
H  -3.692  2.661  -0.891  0.3759
H  -4.675  -0.398  1.502  0.2104
N  -0.219  -1.446  1.196  -0.2487
N  -1.762  -0.325  1.698  -0.4520
N  -2.351  1.434  0.213  -0.4045
N  -4.007  0.219  1.054  -0.0140
O  -4.578  1.183  0.230  -0.2781

***

Computed, not measured: C36H99F2N10O13PbS2 as an isolated structure at a distorted geometry, with the ωB97M-V functional and the def2-TZVPD basis.

Output
energy above the lowest of the compared OMol25 structures with the same formula, charge and spin	7.442	eV
E_HOMO	-9.864	eV
calculated total energy	-4145.1208	hartree
maximum force	10.6	eV/A
charge	+1
spin multiplicity	1
lowest unoccupied orbital energy	-0.160	Eh
Kohn-Sham gap	5.500	eV

Each line ends with the Mulliken charge.
Geometry (Å):
Pb  0.896  4.468  0.967  1.4222
N  0.474  2.119  0.668  0.0890
S  -0.745  1.379  0.157  0.2682
O  -1.602  0.757  1.114  0.0543
O  -0.623  0.936  -1.251  -0.4295
F  -1.594  2.728  -0.062  -0.4938
S  1.116  0.676  1.336  0.4672
O  1.218  -0.554  0.619  -0.0388
O  0.926  0.587  2.801  -0.4701
F  2.677  1.059  1.340  -0.3372
C  -1.983  -4.549  -5.253  -1.6206
C  -1.076  -3.393  -4.880  0.8864
C  -0.061  -3.834  -3.793  -0.1884
O  0.916  -2.795  -3.392  -0.4728
C  0.380  -1.673  -2.732  0.5033
N  -0.135  -3.159  -5.936  -0.8719
H  -2.712  -4.868  -4.507  0.2399
H  -1.376  -5.315  -5.734  0.3944
H  -2.634  -4.199  -6.054  0.4250
H  -1.629  -2.460  -4.769  -0.0439
H  0.531  -4.698  -4.095  0.3584
H  -0.650  -4.086  -2.910  -0.0690
H  1.181  -1.029  -2.368  -0.4843
H  -0.291  -2.004  -1.939  -0.1962
H  -0.223  -1.036  -3.378  0.4457
H  0.405  -4.001  -6.080  0.3370
H  0.516  -2.513  -5.511  0.3499
C  -2.089  3.113  4.207  -1.5685
C  -1.387  3.868  3.036  1.0500
C  -1.588  5.398  2.906  -0.7065
O  -1.112  5.818  1.626  -0.1502
C  -1.447  7.131  1.279  -0.9222
N  0.047  3.650  3.251  -0.0321
H  -3.175  3.065  4.291  0.3852
H  -1.833  3.444  5.214  0.3772
H  -1.692  2.097  4.209  0.3557
H  -1.690  3.321  2.143  -0.2235
H  -1.056  5.945  3.685  0.3753
H  -2.621  5.744  2.900  0.4701
H  -0.935  7.808  1.963  0.3848
H  -2.509  7.350  1.164  0.2843
H  -0.963  7.433  0.350  0.2787
H  0.301  3.994  4.166  0.3712
H  0.100  2.660  3.446  -0.3948
C  -6.459  -3.925  -1.485  -1.3555
C  -5.657  -3.120  -2.506  0.7777
C  -4.137  -3.398  -2.581  -0.4306
O  -3.350  -3.049  -1.423  -0.5360
C  -3.127  -1.716  -1.203  0.1148
N  -6.115  -3.513  -3.828  -0.6737
H  -7.428  -3.471  -1.275  0.3399
H  -5.859  -3.755  -0.591  0.2229
H  -6.591  -4.995  -1.645  0.3710
H  -5.802  -2.051  -2.353  -0.0699
H  -3.855  -2.787  -3.438  0.2257
H  -3.949  -4.439  -2.843  0.3269
H  -2.499  -1.336  -2.009  0.2696
H  -2.597  -1.567  -0.262  -0.6420
H  -3.934  -1.000  -1.047  0.4235
H  -5.891  -4.443  -4.152  0.2610
H  -5.926  -2.852  -4.569  0.2651
C  -6.449  -0.693  3.097  -1.4564
C  -4.957  -0.385  3.021  0.6419
C  -4.234  -1.772  2.844  -0.6466
O  -2.831  -1.609  3.209  -0.2981
C  -1.940  -2.576  2.656  -0.1410
N  -4.611  0.548  1.961  -0.5379
H  -6.703  -1.487  3.801  0.4080
H  -6.827  -1.145  2.180  0.2960
H  -7.038  0.204  3.288  0.3433
H  -4.552  -0.001  3.958  0.1740
H  -4.271  -1.959  1.771  0.0636
H  -4.602  -2.629  3.409  0.5092
H  -2.218  -3.596  2.919  0.5155
H  -0.983  -2.446  3.161  -0.4058
H  -1.855  -2.501  1.571  0.1496
H  -4.737  1.488  2.307  0.2664
H  -3.628  0.446  1.751  0.2112
C  5.511  -1.098  5.376  -1.4195
C  4.723  0.183  5.233  0.3848
C  3.206  -0.173  4.856  0.7397
O  2.528  -0.780  5.957  -0.4880
C  1.083  -0.862  5.746  -0.2112
N  4.902  1.098  6.368  -0.6794
H  6.563  -0.972  5.628  0.4107
H  5.557  -1.708  4.474  0.3035
H  5.010  -1.762  6.080  0.3054
H  5.120  0.750  4.392  0.1875
H  3.209  -0.751  3.932  -0.0971
H  2.683  0.728  4.534  -0.3167
H  0.731  0.097  5.367  -0.0232
H  0.624  -1.240  6.660  0.4011
H  0.904  -1.675  5.042  0.0506
H  4.176  1.796  6.292  0.2194
H  4.752  0.690  7.280  0.2961
C  -3.107  1.291  -3.540  -0.9475
C  -4.611  1.507  -3.832  0.5848
C  -4.732  2.182  -5.234  -0.9232
O  -6.081  2.452  -5.553  -0.3205
C  -6.325  3.305  -6.683  -0.7565
N  -5.299  0.196  -3.737  -0.4601
H  -2.638  0.646  -4.283  0.2520
H  -3.123  0.888  -2.528  -0.2292
H  -2.592  2.244  -3.664  0.5462
H  -5.028  2.149  -3.056  0.1993
H  -4.196  1.721  -6.064  0.4371
H  -4.244  3.154  -5.176  0.4210
H  -7.396  3.509  -6.671  0.2487
H  -6.045  2.836  -7.626  0.2995
H  -5.813  4.265  -6.621  0.3114
H  -5.055  -0.257  -2.868  -0.0016
H  -6.278  0.420  -3.627  0.2944
C  7.282  1.827  -1.238  -1.2847
C  7.223  0.786  -2.279  0.5793
C  5.784  0.419  -2.629  -0.7122
O  5.123  0.011  -1.428  -0.2219
C  3.863  -0.616  -1.679  -1.1077
N  7.925  1.347  -3.464  -0.8186
H  6.845  1.400  -0.336  0.2829
H  6.758  2.715  -1.592  0.1996
H  8.261  2.286  -1.100  0.4330
H  7.606  -0.176  -1.941  0.3316
H  5.633  -0.376  -3.359  0.4881
H  5.272  1.301  -3.012  0.1590
H  3.823  -1.571  -2.204  0.5150
H  3.329  0.055  -2.352  0.2995
H  3.290  -0.731  -0.759  0.2957
H  7.890  2.356  -3.441  0.2602
H  8.929  1.239  -3.462  0.2710
C  2.443  -4.745  -0.506  -1.2138
C  1.342  -4.668  0.570  0.0305
C  1.868  -3.879  1.813  0.0298
O  2.948  -4.648  2.382  -0.4343
C  3.106  -4.243  3.770  -0.5919
N  0.230  -3.899  0.028  -0.2282
H  2.179  -5.517  -1.229  0.3576
H  3.410  -5.070  -0.123  0.4138
H  2.452  -3.830  -1.100  0.1694
H  0.959  -5.649  0.851  0.4530
H  0.997  -3.747  2.454  0.3302
H  2.216  -2.886  1.530  -0.0478
H  2.316  -4.432  4.497  0.3078
H  3.390  -3.197  3.885  0.0712
H  4.002  -4.734  4.150  0.3930
H  0.048  -4.207  -0.916  0.1474
H  0.636  -2.975  0.001  -0.2450
C  5.598  4.376  1.848  -1.4569
C  4.176  4.476  1.200  0.0183
C  4.081  3.743  -0.223  -0.4580
O  2.765  3.836  -0.667  -0.2694
C  2.495  2.913  -1.743  -0.2908
N  3.189  3.980  2.135  -0.1579
H  6.095  3.421  1.675  0.2686
H  5.635  4.549  2.923  0.4209
H  6.242  5.175  1.483  0.4144
H  3.986  5.530  0.997  0.3109
H  4.481  2.734  -0.128  0.2239
H  4.749  4.276  -0.900  0.5195
H  1.436  2.911  -2.000  0.0908
H  2.639  1.883  -1.416  -0.0965
H  3.082  3.175  -2.623  0.5029
H  3.271  4.403  3.049  0.3005
H  3.346  2.991  2.267  -0.1160

***

Computed, not measured: a 7-piece molecular cluster, C17H34Br10O3 overall at a distorted geometry, with the ωB97M-V functional and the def2-TZVPD basis.

Output
energy above the lowest of the compared OMol25 structures with the same formula, charge and spin	0.000	eV
E_HOMO	-9.856	eV
calculated total energy	-26634.0121	hartree
maximum force	2.7	eV/A
SMILES	CCOC(C)=O.CC(C)=O.BrCCBr.BrCCBr.BrCCBr.BrCCBr.BrCCBr
charge	0
spin multiplicity	1
lowest unoccupied orbital energy	0.005	Eh
Kohn-Sham gap	9.982	eV

Each line ends with the Mulliken charge.
Geometry (Å):
C  0.980  0.434  0.534  1.0454
C  0.085  0.919  1.636  0.3626
O  -1.095  0.836  1.573  -0.5064
C  0.772  1.501  2.801  -1.0801
H  0.494  0.550  -0.423  0.0106
H  1.220  -0.614  0.744  -0.5177
H  1.922  0.984  0.591  -0.3472
H  0.213  2.383  3.175  0.3927
H  1.764  1.877  2.587  0.0363
H  0.704  0.931  3.735  0.3445
O  -5.576  -2.049  2.392  -0.5567
C  -5.736  -2.440  1.287  0.7019
O  -4.772  -2.503  0.380  -0.3183
C  -3.456  -2.020  0.772  -0.3017
C  -2.440  -2.688  -0.151  -0.1513
C  -7.021  -2.966  0.769  -1.0566
H  -3.252  -2.302  1.807  0.3798
H  -3.446  -0.939  0.647  0.1496
H  -2.778  -2.380  -1.153  -0.2732
H  -2.441  -3.769  -0.103  0.3845
H  -1.455  -2.247  -0.033  0.0639
H  -7.016  -4.041  0.995  0.2688
H  -7.122  -2.858  -0.303  0.3151
H  -7.833  -2.555  1.354  0.3264
Br  4.337  0.789  2.426  -0.1765
C  4.811  2.606  3.011  -0.5578
C  5.680  3.332  2.013  -0.4997
Br  6.587  4.771  2.940  -0.1402
H  5.317  2.419  3.942  0.4437
H  3.874  3.139  3.127  0.3646
H  5.119  3.675  1.148  0.2001
H  6.471  2.689  1.629  0.3748
Br  -0.470  4.271  -1.368  -0.1098
C  -1.905  3.486  -0.309  0.1478
C  -3.123  4.352  -0.198  -0.5770
Br  -3.743  5.082  -1.891  -0.1789
H  -1.473  3.281  0.668  0.0590
H  -2.071  2.494  -0.719  -0.2113
H  -2.872  5.211  0.412  0.3546
H  -3.947  3.785  0.209  0.4209
Br  3.073  3.213  -0.890  -0.1337
C  4.343  1.776  -1.224  -0.5250
C  3.618  0.749  -2.046  -0.2007
Br  4.862  -0.745  -2.431  -0.1777
H  4.795  1.426  -0.308  0.2752
H  5.104  2.218  -1.860  0.5283
H  3.391  1.109  -3.037  0.4550
H  2.773  0.258  -1.583  -0.1870
Br  -1.701  0.022  -2.102  0.0078
C  -2.538  -1.229  -3.343  -0.7492
C  -1.555  -2.381  -3.535  -0.4379
Br  -2.280  -3.602  -4.861  -0.1680
H  -2.755  -0.679  -4.246  0.5085
H  -3.459  -1.632  -2.928  0.4629
H  -1.391  -2.911  -2.604  0.0850
H  -0.588  -1.998  -3.858  0.4005
Br  1.117  -2.626  -1.986  0.0456
C  2.597  -3.361  -0.920  -0.6448
C  2.510  -2.908  0.514  0.1270
Br  0.948  -3.718  1.344  -0.1036
H  3.461  -2.963  -1.432  0.1498
H  2.519  -4.438  -0.973  0.4680
H  2.464  -1.819  0.564  -0.2219
H  3.387  -3.189  1.092  0.4487

***

Computed, not measured: the molecule C4H4O3, with the ωB97M-V functional and the def2-TZVPD basis.

Output
energy above the lowest of the compared OMol25 structures with the same formula, charge and spin	5.071	eV
E_HOMO	-8.793	eV
calculated total energy	-380.3607	hartree
maximum force	0.5	eV/A
charge	0
spin multiplicity	1
lowest unoccupied orbital energy	-0.024	Eh
Kohn-Sham gap	8.137	eV

Each line ends with the Mulliken charge.
Geometry (Å):
O  1.270  -1.160  1.406  -0.4085
C  0.196  -0.490  1.139  0.0036
C  -0.213  -0.171  -0.148  0.5709
C  1.247  0.307  -0.873  -0.5033
O  0.412  -0.789  -1.235  -0.3494
C  -1.433  0.617  -0.399  -0.1298
O  -2.135  1.058  0.485  -0.5109
H  -0.381  -0.161  2.002  0.3997
H  0.884  1.177  -1.473  0.1306
H  1.809  -1.148  0.573  0.4342
H  -1.654  0.761  -1.475  0.3630